46
Properties=species:S:1:pos:R:3:lowdin_charge:R:1 method="wB97M-V/def2-TZVPD" max_force_ev_per_a=0.74 charge=-2 gap_ev=3.5912 e_homo_ev=0.09
K -4.57 0.04 -3.15 0.220
S -7.64 -0.15 -3.03 -0.382
As -6.72 -0.22 -1.05 -0.703
S -5.34 -1.93 -1.05 -0.390
S -5.54 1.61 -0.82 -0.393
S -8.17 -0.40 0.52 -0.366
C 1.04 3.70 1.96 -0.106
C 1.27 3.17 0.54 -0.258
C 0.00 3.12 -0.31 -0.203
C -0.97 1.99 0.04 -0.129
N -0.32 0.68 0.16 -0.012
C 0.05 -0.09 -0.89 -0.692
Se 0.05 0.42 -2.64 0.663
N 0.43 -1.30 -0.39 -0.023
C 0.83 -2.46 -1.17 -0.150
C 2.31 -2.79 -1.01 -0.190
C 3.26 -1.67 -1.44 -0.260
C 3.43 -1.57 -2.95 -0.121
C 0.28 -1.31 0.99 -0.140
C 0.50 -2.29 1.94 -0.013
C 0.23 -1.97 3.26 -0.093
C -0.24 -0.71 3.61 -0.086
C -0.46 0.27 2.66 -0.003
C -0.20 -0.05 1.34 -0.132
H 1.99 3.84 2.49 0.065
H 0.44 3.01 2.55 0.047
H 0.52 4.66 1.93 0.073
H 1.72 2.18 0.59 0.099
H 1.99 3.82 0.04 0.100
H 0.28 3.00 -1.35 0.057
H -0.54 4.06 -0.21 0.116
H -1.73 1.91 -0.73 0.110
H -1.47 2.18 0.99 0.124
H 0.58 -2.25 -2.21 0.078
H 0.23 -3.31 -0.84 0.132
H 2.52 -3.69 -1.61 0.111
H 2.51 -3.05 0.03 0.094
H 4.23 -1.83 -0.97 0.099
H 2.88 -0.71 -1.06 0.096
H 3.66 -2.56 -3.38 0.068
H 4.24 -0.89 -3.21 0.066
H 2.52 -1.20 -3.43 0.025
H 0.84 -3.28 1.66 0.106
H 0.36 -2.73 4.02 0.097
H -0.45 -0.49 4.65 0.099
H -0.84 1.24 2.95 0.103



40
Properties=species:S:1:pos:R:3:lowdin_charge:R:1 method="wB97M-V/def2-TZVPD" max_force_ev_per_a=9.51 charge=0 smiles=Brc1ccc(OCCCCN2CCCCC2)cc1 gap_ev=8.7267 e_homo_ev=-8.00 e_above_lowest_ev=9.830
Br 4.44 1.43 0.14 0.732
C 3.27 0.01 -0.03 -0.733
C 2.06 0.32 -0.68 -0.136
C 1.02 -0.82 -0.74 0.011
C 1.27 -2.21 -0.30 -0.347
O 0.47 -3.16 -0.17 -0.012
C -0.95 -2.79 -0.65 -0.155
C -1.93 -2.16 0.19 -0.345
C -3.19 -2.24 -0.44 -0.120
C -4.16 -1.25 0.43 -0.198
N -4.46 0.06 0.14 -0.207
C -3.20 0.80 0.18 -0.101
C -3.51 2.22 -0.53 -0.223
C -4.60 3.09 -0.11 -0.163
C -5.92 2.07 0.00 -0.173
C -5.60 0.72 0.52 -0.244
C 2.43 -2.31 0.53 -0.019
C 3.32 -1.34 0.70 -0.055
H 1.56 1.32 -0.99 0.120
H 0.01 -0.55 -1.19 0.092
H -0.85 -2.49 -1.82 0.184
H -1.22 -4.00 -0.54 0.182
H -1.42 -1.37 0.57 0.080
H -1.87 -2.64 1.25 0.177
H -3.10 -1.47 -1.25 0.144
H -3.67 -3.17 -0.53 0.112
H -3.79 -1.21 1.47 0.122
H -5.09 -1.69 0.63 0.099
H -2.34 0.42 -0.24 0.076
H -2.99 1.29 1.14 0.125
H -3.60 2.21 -1.70 0.144
H -2.67 2.87 -0.42 0.088
H -4.83 3.91 -0.62 0.068
H -4.50 3.08 0.99 0.110
H -6.17 1.84 -0.98 0.078
H -6.77 2.65 0.09 0.086
H -6.52 0.13 0.69 0.132
H -5.39 1.05 1.74 0.164
H 2.64 -3.17 0.81 0.037
H 4.34 -1.35 0.90 0.066